{
  "formula": "C27H39CoN3O4P",
  "method": "the ωB97M-V functional and the def2-TZVPD basis",
  "species": ["H", "H", "H", "H", "P", "C", "H", "C", "H", "C", "H", "H", "H", "C", "C", "O", "C", "N", "C", "H", "H", "H", "C", "H", "C", "C", "C", "H", "C", "O", "H", "H", "H", "H", "H", "H", "H", "H", "H", "O", "H", "H", "C", "H", "H", "H", "H", "C", "N", "H", "C", "C", "H", "C", "C", "Co", "C", "O", "C", "H", "H", "H", "H", "H", "C", "C", "H", "N", "C", "H", "C", "H", "C", "C", "C"],
  "positions_angstrom": [[-3.025, -3.182, 4.421], [-3.147, 1.843, -4.535], [-2.325, -1.665, -0.743], [-1.999, -2.477, 7.120], [0.089, -0.137, -1.418], [-1.445, 0.634, -1.865], [2.567, 2.590, 2.005], [-0.177, -1.625, -0.474], [-1.577, 3.199, 0.100], [1.924, 1.771, 2.336], [4.122, 1.004, -2.724], [-0.565, -2.705, 4.307], [2.852, -1.985, -6.015], [0.463, 2.137, 2.408], [-2.925, 1.589, -3.507], [0.571, 2.863, -1.382], [2.347, -1.603, -5.138], [-1.448, -1.136, 3.250], [1.062, -2.015, -4.833], [2.682, -1.148, 2.009], [1.247, 4.397, -0.138], [-1.005, 0.774, -3.979], [-0.622, 3.484, 0.536], [2.273, 1.407, 3.302], [-1.716, 0.987, -3.190], [-2.572, -2.440, 5.077], [3.133, 0.725, -2.359], [1.077, 2.278, -3.293], [0.300, 4.015, -0.528], [3.526, 2.116, -0.557], [-3.296, -1.647, 5.256], [0.291, 3.068, 2.946], [-0.794, -1.225, 5.227], [-0.602, -5.138, 1.052], [0.063, 3.732, -3.188], [3.524, -0.472, 0.579], [-0.104, 1.322, 2.857], [-1.894, -1.711, 2.542], [-2.068, -0.351, 3.424], [1.994, 0.694, 1.358], [4.004, -0.383, -4.540], [3.841, 0.204, 2.182], [-0.485, -4.141, 0.648], [1.939, -1.942, -0.184], [-0.187, 4.791, -1.119], [1.655, -4.155, 0.846], [1.800, 3.834, -2.769], [-3.854, 1.850, -2.508], [2.739, 1.212, -1.248], [4.317, 2.348, -1.076], [-1.264, -1.887, 4.495], [-3.582, 1.512, -1.184], [-3.233, -3.510, 6.772], [-1.456, -2.181, -0.359], [0.943, -2.339, -0.035], [1.158, 1.416, -0.242], [2.360, -0.193, -3.171], [-0.022, 2.250, 1.035], [2.994, -0.697, -4.305], [-0.585, -1.871, -3.473], [0.550, -2.723, -5.472], [-0.781, 4.183, 1.354], [-1.692, -3.902, 6.344], [-4.799, 2.312, -2.761], [1.046, -0.602, -2.869], [0.788, -3.589, 0.532], [-2.170, 0.643, 0.174], [-2.355, -3.124, 6.410], [0.418, -1.524, -3.698], [-2.582, -3.894, 0.252], [3.085, -0.251, 1.547], [-4.317, 1.712, -0.416], [-2.380, 0.910, -0.856], [0.910, 3.205, -2.753], [-1.600, -3.442, 0.202]],
  "lowdin_charge": [0.14, 0.13, 0.11, 0.18, 1.18, -0.34, 0.15, -0.32, 0.13, -0.09, 0.17, 0.12, 0.14, -0.07, -0.01, -0.30, 0.02, 0.02, 0.01, 0.11, 0.15, 0.11, -0.06, 0.16, -0.06, -0.13, 0.00, 0.08, -0.08, 0.04, 0.14, 0.16, 0.12, 0.13, 0.12, 0.09, 0.12, 0.06, 0.08, -0.28, 0.14, 0.12, -0.02, 0.10, 0.16, 0.13, 0.12, 0.00, -0.10, 0.15, -0.26, -0.03, 0.19, -0.07, -0.08, 0.55, -0.19, -0.21, 0.03, 0.13, 0.14, 0.16, 0.18, 0.14, -0.27, -0.03, 0.11, 0.21, -0.04, 0.13, 0.01, 0.13, -0.12, 0.02, -0.04],
  "largest_force_ev_per_a": 1.1,
  "gap_ev": [6.9, 7.1],
  "charge": 4,
  "energy_ha": -3240.08817,
  "e_above_lowest_ev": 0.0000,
  "lumo_ev": [-12.78, -12.52]
}

***

{
  "formula": "C27H39MgN2O5",
  "method": "the ωB97M-V functional and the def2-TZVPD basis",
  "species": ["H", "C", "O", "H", "H", "H", "C", "C", "O", "H", "C", "H", "C", "H", "C", "H", "H", "C", "C", "H", "C", "N", "N", "C", "H", "C", "H", "Mg", "H", "H", "H", "C", "H", "C", "O", "O", "H", "O", "C", "C", "H", "H", "H", "H", "H", "C", "H", "H", "C", "C", "C", "H", "C", "H", "C", "H", "H", "H", "H", "C", "H", "C", "H", "H", "C", "H", "H", "H", "C", "C", "H", "H", "H", "C"],
  "positions_angstrom": [[6.255, -1.269, -0.133], [-2.357, -0.886, 1.701], [-5.191, 1.113, 2.874], [1.533, -1.130, -0.699], [4.539, -1.860, -0.346], [0.452, 2.717, -5.610], [-0.336, -2.185, -0.218], [2.697, -0.275, 2.510], [3.348, 0.244, -0.820], [-2.543, -2.817, 3.709], [0.567, -1.487, -1.045], [-2.322, 1.307, -3.864], [1.352, -0.654, 2.706], [-2.690, -1.594, 5.643], [5.187, -1.012, -0.047], [-2.023, -2.030, -3.130], [-1.312, -0.465, 5.587], [4.797, 0.130, -0.971], [-2.022, -1.030, 4.972], [0.939, -1.384, 3.403], [-1.506, -2.456, -0.957], [-4.007, 1.085, 0.957], [-2.276, -0.326, 0.460], [0.183, 3.074, -4.611], [-0.467, 0.177, 1.719], [-1.350, -1.894, -2.270], [-1.416, -1.694, 4.343], [-1.513, 0.265, -2.021], [1.070, 1.563, 0.214], [-3.651, 0.341, 4.688], [1.346, 2.611, -2.857], [-2.806, -0.063, 4.099], [4.997, 2.176, -1.659], [-3.427, -0.583, 2.761], [-3.397, 0.697, -1.238], [-1.499, -1.711, 2.058], [-2.158, 0.803, 3.856], [-0.502, 1.515, -2.851], [-3.238, 0.462, 0.001], [-4.295, 0.587, 2.234], [1.215, 1.233, -4.054], [-4.629, 1.806, 0.612], [3.269, 1.603, -2.340], [0.580, -1.318, -3.302], [-1.842, 2.967, -5.366], [0.590, 0.161, 1.827], [-4.523, -2.187, 1.824], [6.483, 1.546, -0.986], [1.435, 0.966, 1.047], [5.396, 1.540, -0.852], [-3.615, -3.003, 3.615], [3.566, -0.641, 3.030], [4.591, -0.191, -2.493], [4.908, -0.779, 0.994], [0.685, 2.073, -3.563], [-2.289, 2.578, -2.573], [-3.670, -3.946, 3.066], [2.410, 0.000, -2.685], [5.083, 2.091, 0.040], [-1.330, 3.160, -4.431], [-2.370, -3.026, -0.618], [2.745, 0.766, 1.543], [3.633, 1.359, 1.361], [-5.236, -1.591, 3.339], [-4.284, -1.862, 2.856], [4.547, -1.269, -2.609], [0.680, 4.046, -4.501], [-0.114, -2.514, 0.793], [-1.732, 2.119, -3.403], [0.025, -1.423, -2.359], [-1.633, 4.148, -4.085], [-4.067, -3.126, 4.609], [5.292, 0.152, -3.253], [3.243, 0.501, -2.234]],
  "lowdin_charge": [0.08, -0.41, 0.07, 0.09, 0.10, 0.11, -0.13, -0.21, -0.15, 0.04, -0.11, 0.13, -0.17, 0.07, -0.01, 0.08, 0.08, -0.52, -0.11, 0.06, -0.16, 0.20, 0.16, -0.14, 0.03, -0.28, 0.06, 0.78, 0.06, 0.11, 0.13, -0.14, 0.07, -0.27, -0.06, 0.00, 0.13, -0.22, -0.51, -0.36, 0.12, 0.15, 0.10, 0.09, 0.11, -0.21, 0.13, 0.08, -0.20, -0.02, -0.10, 0.05, -0.06, 0.07, -0.10, 0.13, 0.08, 0.08, 0.07, -0.14, 0.09, -0.22, 0.05, 0.12, -0.15, 0.10, 0.12, 0.09, -0.16, -0.24, 0.12, 0.07, 0.10, -0.18],
  "largest_force_ev_per_a": 4.6,
  "gap_ev": 3.4,
  "charge": -1,
  "energy_ha": -1737.91860,
  "e_above_lowest_ev": 0.0000,
  "lumo_ev": 1.56
}

***

{
  "formula": "C27H39N3O3",
  "method": "the ωB97M-V functional and the def2-TZVPD basis",
  "species": ["C", "C", "H", "C", "H", "H", "C", "H", "H", "H", "H", "N", "H", "H", "C", "H", "C", "H", "H", "H", "H", "C", "H", "C", "C", "H", "H", "H", "C", "O", "H", "H", "H", "C", "H", "H", "C", "H", "H", "C", "C", "C", "C", "O", "H", "C", "H", "H", "H", "N", "C", "H", "H", "C", "H", "C", "C", "O", "H", "H", "C", "C", "H", "C", "C", "H", "H", "H", "C", "N", "H", "C"],
  "positions_angstrom": [[24.678, -13.693, -0.748], [20.482, -11.094, 5.074], [24.300, -19.864, 7.686], [23.530, -12.912, -1.392], [25.382, -18.898, 10.143], [21.202, -17.599, 6.203], [27.218, -19.086, 8.904], [20.297, -14.711, 4.687], [14.678, -16.763, 7.342], [23.227, -15.072, 3.988], [18.695, -16.412, 6.604], [16.687, -16.694, 6.922], [28.032, -19.034, 6.851], [21.119, -17.300, 3.959], [19.932, -11.675, 2.934], [21.715, -13.825, 5.265], [16.637, -14.063, 7.822], [27.312, -20.565, 7.317], [22.931, -17.067, 6.338], [25.674, -20.490, 9.450], [19.284, -12.283, 2.310], [25.668, -17.509, 2.945], [21.867, -15.346, 2.894], [21.968, -16.909, 5.847], [22.221, -15.494, 3.915], [22.211, -9.828, 5.346], [22.756, -9.830, 2.980], [22.873, -17.631, 3.966], [17.775, -15.926, 6.917], [25.998, -18.973, 6.938], [27.389, -18.013, 9.008], [24.500, -18.106, 8.033], [14.555, -14.456, 8.207], [15.493, -14.842, 7.830], [22.252, -13.349, 1.526], [16.590, -13.045, 8.190], [21.023, -11.005, 2.412], [21.320, -11.031, 1.371], [24.728, -14.519, 1.289], [24.995, -19.075, 7.970], [26.213, -18.608, 3.589], [25.844, -18.750, 0.917], [25.758, -19.417, 9.263], [22.627, -12.556, -0.333], [25.044, -14.488, -1.396], [21.580, -10.371, 4.657], [20.229, -11.193, 6.125], [23.651, -12.292, 1.418], [25.343, -16.634, 3.494], [19.664, -11.724, 4.236], [27.230, -19.476, 7.443], [25.103, -16.798, 0.939], [23.868, -12.010, -1.904], [15.565, -16.137, 7.353], [27.904, -19.616, 9.562], [22.096, -16.959, 4.318], [21.859, -10.348, 3.300], [21.541, -15.584, 6.153], [22.979, -13.524, -2.112], [26.352, -18.605, 4.665], [25.519, -17.573, 1.572], [24.011, -14.240, 0.515], [26.695, -20.721, 1.195], [26.386, -19.789, 1.658], [21.352, -14.807, 4.961], [25.505, -13.028, -0.500], [25.689, -18.820, -0.151], [23.419, -15.134, 0.303], [17.799, -14.601, 7.322], [26.592, -19.716, 2.967], [18.729, -14.059, 7.216], [23.106, -13.096, 0.902]],
  "lowdin_charge": [-0.16, -0.17, 0.12, -0.19, 0.11, 0.11, -0.17, 0.11, 0.10, 0.11, 0.10, 0.05, 0.12, 0.12, -0.15, 0.11, -0.08, 0.12, 0.10, 0.11, 0.11, -0.07, 0.10, -0.19, -0.17, 0.10, 0.11, 0.10, -0.15, -0.18, 0.11, 0.11, 0.10, -0.08, 0.10, 0.11, -0.08, 0.09, 0.10, -0.18, -0.14, -0.07, -0.16, -0.15, 0.11, -0.07, 0.10, 0.12, 0.10, 0.05, -0.22, 0.08, 0.11, -0.17, 0.11, -0.15, -0.08, -0.16, 0.12, 0.09, -0.08, -0.19, 0.10, -0.16, -0.20, 0.11, 0.10, 0.12, -0.07, 0.06, 0.10, -0.22],
  "largest_force_ev_per_a": 0.9,
  "gap_ev": 10.1,
  "smiles": "c1ccncc1.c1ccncc1.c1ccncc1.C1CCOC1.C1CCOC1.C1CCOC1",
  "charge": 0,
  "energy_ha": -1442.12510,
  "e_above_lowest_ev": 0.0000,
  "lumo_ev": 0.65
}